Here is a single C11H21N3O2 molecule from the OMol25 dataset. Energies are from ωB97M-V/def2-TZVPD.

XYZ file:
```
37
Properties=species:S:1:pos:R:3:forces:R:3:lowdin_charge:R:1
C 1.375 -3.052 -1.374 1.311 -0.450 1.110 -0.10
C 0.914 -2.646 0.060 0.132 0.986 -1.321 -0.18
C -0.201 -1.570 -0.058 0.237 -0.370 0.240 -0.22
C 0.237 -0.142 -0.025 3.023 2.361 -1.262 -0.18
N 1.261 0.326 -0.698 -1.093 -0.716 0.046 0.17
N 1.586 1.667 -0.611 -0.984 0.827 2.165 0.03
C 2.514 2.367 -1.374 -0.823 -1.043 -1.434 -0.61
N 2.957 3.550 -0.868 -0.535 0.287 1.522 0.15
O 2.851 2.038 -2.484 0.563 -0.928 -0.392 0.06
C -0.614 0.693 0.897 -0.015 0.551 -0.035 -0.47
C 0.124 1.231 2.140 0.880 -1.629 -0.654 0.02
C -1.304 1.883 0.159 -0.203 -0.986 -0.402 -0.17
C -2.112 1.445 -1.068 -0.286 0.520 -0.125 -0.08
O -1.593 -0.232 1.328 -0.529 -0.311 -0.017 -0.06
C -1.145 -1.600 1.125 -1.263 0.462 -0.115 -0.33
C -2.387 -2.447 0.890 -0.248 0.114 0.673 -0.02
H 2.208 -3.793 -1.221 -0.702 0.605 -0.596 0.08
H 1.724 -2.230 -2.024 -0.021 -0.122 0.731 0.08
H 0.571 -3.520 -1.911 -0.462 -0.459 -0.166 0.05
H 1.777 -2.232 0.629 -0.632 -0.277 -0.282 0.12
H 0.519 -3.520 0.594 0.123 0.143 -0.159 0.11
H -0.808 -1.728 -0.977 0.388 -0.006 0.360 0.16
H 1.134 2.228 0.143 0.820 -0.918 -0.934 0.10
H 2.322 4.065 -0.273 0.361 0.090 0.001 0.10
H 3.455 4.070 -1.557 0.080 0.412 -0.305 0.10
H 0.593 0.390 2.672 -0.239 0.199 -0.017 0.10
H 0.928 1.904 1.923 0.504 0.467 -0.241 0.06
H -0.536 1.735 2.784 -1.083 0.510 0.809 0.07
H -0.610 2.669 -0.148 -0.040 -0.176 0.230 0.10
H -1.966 2.302 0.890 -0.487 0.399 0.451 0.11
H -1.460 1.057 -1.863 -0.142 0.097 0.193 0.08
H -2.665 2.332 -1.479 0.380 -0.891 0.303 0.09
H -2.828 0.660 -0.779 0.173 0.336 -0.192 0.08
H -0.656 -1.926 2.041 0.310 -0.105 0.095 0.15
H -3.080 -2.309 1.735 0.255 -0.244 -0.177 0.09
H -2.147 -3.505 0.780 0.116 -0.036 0.177 0.08
H -2.937 -2.159 0.002 0.128 0.303 -0.280 0.08
```
Forces are in eV/Å.

Properties
* charge: 0
* SMILES: CC[C@@H]1/C(=N/NC(N)=O)[C@@](C)(CC)O[C@H]1C
* relative energy (zero: lowest compared OMol25 entry of this formula, charge and spin): 19.9 kJ/mol
* multiplicity: 1
* orbital gap: 9.4 eV

---

Here is a single C11H21N3O4 molecule from the OMol25 dataset. Energies are from ωB97M-V/def2-TZVPD.

XYZ file:
```
39
Properties=species:S:1:pos:R:3:forces:R:3:lowdin_charge:R:1
C 2.029 -1.981 -2.403 1.458 -0.433 0.512 -0.11
C 2.335 -0.555 -2.080 -0.200 2.469 1.858 -0.21
C 0.948 0.220 -2.029 1.173 0.474 -0.829 -0.34
C 0.544 0.819 -3.413 0.175 -0.375 0.880 -0.03
C 0.970 1.350 -1.022 2.192 -0.076 1.394 -0.20
N 1.677 0.870 0.237 -3.613 -0.540 0.651 0.08
C 1.297 0.114 1.400 -1.634 1.534 -3.317 -0.41
O 2.125 -0.006 2.232 1.295 -0.691 2.095 0.11
C -0.148 -0.472 1.461 1.338 -2.607 -1.624 -0.32
N -0.098 -1.759 2.243 1.428 1.033 -0.323 0.04
C -1.115 0.452 2.059 -1.910 -0.215 0.750 -0.15
C -2.666 0.525 1.640 2.901 0.494 1.590 -0.05
C -3.563 -0.520 2.215 1.258 1.284 -1.529 -0.65
N -3.048 -1.591 2.793 0.597 -0.928 0.344 0.18
O -4.705 -0.261 2.012 -3.509 -0.410 0.489 0.06
C -0.376 1.966 -0.692 -3.026 -0.322 1.093 -0.39
O -1.476 1.527 -1.039 3.161 1.481 0.531 0.10
O -0.290 3.009 0.247 -0.026 -1.494 -1.745 0.08
H 1.299 -2.043 -3.161 -0.631 -0.274 -1.248 0.06
H 1.614 -2.501 -1.549 -0.173 0.057 0.401 0.07
H 2.940 -2.525 -2.646 -0.089 -0.163 -0.377 0.08
H 3.025 0.046 -2.727 -0.519 -1.005 -0.009 0.12
H 2.808 -0.450 -1.030 -0.670 -0.538 -1.785 0.12
H 0.248 -0.499 -1.637 -0.680 -0.235 -0.176 0.12
H 0.358 -0.006 -4.159 0.177 1.255 0.558 0.10
H -0.313 1.489 -3.241 -0.139 -0.712 -0.501 0.07
H 1.352 1.527 -3.679 -0.135 -0.702 -0.417 0.08
H 1.695 2.186 -1.285 -1.074 -0.821 -0.396 0.18
H 2.537 1.282 0.376 2.167 0.853 0.391 0.10
H -0.359 -0.849 0.410 -0.192 0.938 0.935 0.16
H 0.425 -2.299 1.561 -0.006 -0.986 0.483 0.07
H 0.607 -1.596 3.008 -1.000 -0.223 -0.710 0.11
H -0.750 1.409 1.893 0.476 2.010 -0.071 0.06
H -0.985 0.239 3.140 -0.552 0.450 -0.271 0.14
H -2.970 1.447 2.239 -0.004 -0.826 -1.624 0.15
H -2.787 0.527 0.536 -0.057 0.562 0.955 0.12
H -3.744 -2.269 3.089 0.624 -0.169 -0.173 0.12
H -2.080 -1.799 2.492 -0.646 -0.554 0.897 0.07
H 0.639 2.980 0.510 0.065 0.409 0.321 0.10
```
Forces are in eV/Å.

Properties
* charge: 0
* SMILES: CC[C@H](C)[C@H](NC(=O)[C@@H](N)CCC(N)=O)C(=O)O
* relative energy (zero: lowest compared OMol25 entry of this formula, charge and spin): 263.0 kJ/mol
* multiplicity: 1
* orbital gap: 9.2 eV

---

Here is a single C11H21N3O4 molecule from the OMol25 dataset. Energies are from ωB97M-V/def2-TZVPD.

XYZ file:
```
39
Properties=species:S:1:pos:R:3:forces:R:3:lowdin_charge:R:1
C -0.321 3.239 -1.865 0.128 -0.951 -0.354 -0.11
C 0.218 2.273 -0.777 -1.061 0.287 0.144 -0.21
C -0.871 2.254 0.354 0.347 -0.194 -0.310 -0.35
C -1.218 3.655 0.863 -0.668 0.859 0.369 -0.08
C -0.480 1.315 1.509 1.145 0.004 -1.360 -0.26
N 0.781 1.764 2.137 -0.698 -0.620 -0.997 0.08
C -0.606 -0.165 0.973 1.146 0.837 0.883 -0.43
O -1.507 -0.551 0.252 -0.221 0.045 -0.264 0.06
N 0.397 -0.964 1.391 0.357 -1.678 -0.293 0.11
C 0.467 -2.415 1.070 -1.330 0.830 0.209 -0.20
C 1.034 -2.648 -0.350 -1.819 -2.004 -0.105 -0.08
C -0.128 -2.882 -1.405 0.378 -1.096 0.530 -0.09
C 0.078 -2.236 -2.762 0.019 -1.091 -0.759 -0.54
N -0.284 -0.931 -2.824 1.049 -0.551 -0.444 0.19
O 0.486 -2.866 -3.735 -0.014 0.647 0.961 0.04
C 1.258 -3.033 2.201 1.654 1.211 2.902 -0.43
O 1.850 -2.357 3.062 -1.438 -1.487 -2.387 0.08
O 1.268 -4.368 2.355 -0.264 0.171 -0.777 0.13
H 0.201 3.089 -2.817 0.103 0.272 0.159 0.06
H -0.250 4.304 -1.548 -0.085 -0.891 -0.310 0.08
H -1.364 2.941 -2.060 0.158 0.519 0.036 0.08
H 0.451 1.233 -1.084 -0.618 0.459 -0.433 0.09
H 1.194 2.635 -0.504 0.343 0.423 0.847 0.09
H -1.765 1.764 -0.065 0.218 0.408 -0.152 0.13
H -1.995 3.620 1.658 0.288 -0.178 -0.493 0.08
H -0.356 4.101 1.352 0.277 -0.011 -0.004 0.07
H -1.579 4.427 0.122 0.326 -1.225 0.504 0.08
H -1.208 1.350 2.257 -1.436 0.284 1.225 0.13
H 1.570 1.375 1.638 0.206 0.129 0.187 0.08
H 0.820 1.524 3.107 0.186 -0.235 0.418 0.07
H 1.012 -0.762 2.166 -0.043 0.571 0.025 0.11
H -0.590 -2.794 1.154 0.891 0.039 -0.184 0.17
H 1.678 -3.550 -0.398 -0.084 0.751 0.146 0.13
H 1.559 -1.773 -0.561 1.211 1.250 -0.605 0.10
H -0.178 -3.978 -1.609 -0.051 0.796 0.139 0.13
H -1.092 -2.579 -0.968 0.381 0.100 -0.211 0.10
H -0.318 -0.548 -3.738 -0.006 0.368 -0.743 0.10
H -0.977 -0.651 -2.201 -1.114 0.786 1.309 0.06
H 0.768 -4.812 1.648 0.137 0.166 0.191 0.13
```
Forces are in eV/Å.

Properties
* charge: 0
* SMILES: CC[C@H](C)[C@H](N)C(=O)N[C@@H](CCC(N)=O)C(=O)O
* relative energy (zero: lowest compared OMol25 entry of this formula, charge and spin): 110.2 kJ/mol
* multiplicity: 1
* orbital gap: 9.7 eV

---

Here is C11H22AsN2O6PdSSb as an isolated structure from the OMol25 dataset. Energies are from ωB97M-V/def2-TZVPD.

XYZ file:
```
45
Properties=species:S:1:pos:R:3:forces:R:3:lowdin_charge:R:1
Pd 0.558 -0.121 0.036 -0.210 0.541 0.273 0.11
O -1.584 -1.506 -3.613 0.137 -0.018 0.157 -0.32
As -0.639 -0.585 -2.322 -0.331 -0.381 -0.357 0.79
O -1.809 0.408 -1.702 -0.296 0.209 0.188 -0.58
O 0.585 -0.003 -3.244 0.323 0.147 -0.130 -0.52
C -0.527 -2.139 -1.074 0.134 0.189 0.072 -0.25
C -1.832 -2.648 -0.947 -0.145 -0.028 0.100 -0.14
C -2.155 -3.648 -0.053 0.016 0.032 -0.036 -0.11
C -1.171 -4.161 0.786 0.089 0.064 -0.016 -0.11
C 0.117 -3.678 0.685 -0.098 -0.066 0.110 -0.10
C 0.467 -2.686 -0.241 0.236 0.000 -0.187 -0.28
S 2.262 -2.342 -0.172 -0.122 -0.276 -0.289 0.39
O 2.385 -1.622 1.100 0.161 0.163 0.123 -0.39
O 2.888 -3.657 -0.138 -0.025 0.018 0.026 -0.37
O 2.615 -1.554 -1.341 0.045 -0.021 -0.066 -0.37
H -1.091 -1.272 -4.407 0.073 -0.008 0.011 -0.01
H -2.606 -2.229 -1.578 0.004 -0.010 0.017 0.09
H -3.174 -4.016 0.000 -0.003 0.003 -0.004 0.09
H -1.407 -4.936 1.508 0.005 -0.003 0.005 0.09
H 0.903 -4.070 1.316 -0.012 -0.022 -0.007 0.10
N 3.058 1.896 1.446 0.002 0.033 -0.001 -0.01
C 3.827 2.234 0.254 -0.040 0.020 -0.104 -0.31
C 3.014 2.528 -1.015 0.022 0.039 0.157 -0.31
N 2.119 1.446 -1.328 0.080 -0.330 -0.017 -0.02
H 2.257 2.519 1.510 -0.019 -0.016 -0.015 0.04
H 2.645 0.973 1.316 0.035 -0.029 0.030 0.01
H 4.506 1.400 0.052 -0.015 -0.020 -0.003 0.10
H 4.456 3.107 0.469 0.008 -0.002 -0.025 0.08
H 3.731 2.775 -1.821 -0.002 0.001 0.003 0.09
H 2.417 3.435 -0.846 -0.008 -0.007 0.028 0.10
H 2.589 0.565 -1.523 0.073 0.027 -0.025 0.04
H 1.493 1.592 -2.111 0.023 0.036 -0.027 0.04
C -1.523 2.473 2.850 -0.006 0.053 -0.031 -0.38
Sb -1.280 1.539 0.868 -0.190 -0.410 0.043 1.28
C -2.573 -0.081 1.438 -0.079 0.042 -0.005 -0.34
C -2.915 2.679 0.038 0.107 0.060 -0.025 -0.34
H -2.559 2.376 3.186 -0.001 0.013 0.000 -0.03
H -1.260 3.533 2.815 0.024 0.015 0.005 -0.03
H -0.866 1.977 3.567 0.003 -0.012 0.009 -0.02
H -3.375 0.274 2.093 -0.007 -0.008 -0.012 -0.01
H -1.996 -0.862 1.932 -0.010 -0.017 0.007 -0.01
H -2.978 -0.472 0.506 -0.009 -0.029 0.014 -0.02
H -3.839 2.322 0.497 0.009 0.024 0.009 -0.01
H -2.936 2.489 -1.033 0.009 -0.028 0.003 -0.03
H -2.796 3.745 0.242 0.013 0.016 -0.004 -0.02
```
Forces are in eV/Å.

Properties
* charge: -2
* relative energy (zero: lowest compared OMol25 entry of this formula, charge and spin): 77.2 kJ/mol
* multiplicity: 1
* orbital gap: 6.1 eV

---

Here is C11H22CuN6 as an isolated structure from the OMol25 dataset. Energies are from ωB97M-V/def2-TZVPD.

XYZ file:
```
40
Properties=species:S:1:pos:R:3:forces:R:3:lowdin_charge:R:1
Cu 0.269 1.016 -0.427 -1.016 -0.880 0.979 0.64
C -1.671 -1.010 -1.396 -0.509 -0.238 0.941 -0.18
C -2.556 0.109 -0.808 -0.408 -0.633 -0.992 -0.17
N -1.875 0.865 0.263 -0.039 0.401 -0.827 -0.08
C -1.988 0.197 1.559 0.261 0.034 0.986 -0.11
C -0.694 -0.484 1.932 0.373 -0.879 0.794 -0.24
C -0.615 -1.340 3.037 0.197 -0.213 -0.282 0.02
C 0.593 -2.007 3.287 0.383 0.700 -0.152 0.02
C 1.693 -1.765 2.427 -0.311 -0.088 0.722 0.02
C 1.542 -0.861 1.397 0.407 -0.537 -0.063 -0.25
C 2.672 -0.551 0.415 -0.408 -0.690 0.486 -0.09
N 2.192 0.219 -0.753 0.251 1.107 -0.269 -0.09
C 2.037 -0.565 -1.992 0.296 -0.983 -0.538 -0.18
C 0.764 -1.391 -2.004 -0.966 0.084 0.161 -0.14
N -0.397 -0.453 -1.823 1.151 0.359 0.060 -0.11
N 0.381 -0.268 1.176 -0.574 0.804 -0.494 0.07
H -1.510 -1.760 -0.582 0.111 0.376 -0.792 0.14
H -2.196 -1.483 -2.239 0.044 -0.073 0.379 0.14
H -2.843 0.799 -1.634 0.071 -0.312 0.702 0.14
H -3.461 -0.416 -0.422 0.324 0.712 -0.295 0.14
H -2.286 1.804 0.283 0.205 -0.379 0.101 0.12
H -2.191 0.947 2.370 -0.198 -0.690 -0.776 0.16
H -2.771 -0.602 1.537 0.306 0.889 0.163 0.15
H -1.503 -1.500 3.656 0.417 0.018 -0.144 0.14
H 0.700 -2.625 4.190 -0.051 0.122 -0.648 0.14
H 2.680 -2.205 2.569 -0.379 -0.152 0.189 0.14
H 3.455 0.002 0.927 0.038 0.162 0.014 0.14
H 3.120 -1.518 0.115 -0.131 0.486 -0.108 0.15
H 2.888 0.950 -0.951 -0.343 -0.421 0.132 0.15
H 2.015 0.111 -2.849 0.108 0.130 0.115 0.13
H 2.892 -1.252 -2.135 -0.213 0.369 0.044 0.14
H 0.658 -1.938 -2.959 0.219 0.113 0.468 0.15
H 0.728 -2.117 -1.173 0.069 0.271 -0.351 0.13
H -0.539 0.047 -2.690 -0.060 -0.048 -0.379 0.13
N -1.131 3.511 -0.997 1.213 0.644 0.704 0.00
N 0.093 3.079 -0.294 0.247 0.060 -0.374 -0.09
H -1.080 3.010 -1.877 -0.237 0.517 -0.229 0.07
H -1.059 4.545 -1.144 -0.263 -1.222 -0.136 0.12
H 0.053 3.387 0.678 -0.286 -0.097 -0.203 0.12
H 0.940 3.513 -0.670 -0.303 0.179 -0.087 0.11
```
Forces are in eV/Å.

Properties
* charge: +2
* relative energy (zero: lowest compared OMol25 entry of this formula, charge and spin): 2.3 kJ/mol
* multiplicity: 2
* expectation value of S²: 0.75
* orbital gap (spin up / spin down): 10.1 / 7.8 eV

---

Here is C11H22F3InO5 as an isolated structure from the OMol25 dataset. Energies are from ωB97M-V/def2-TZVPD.

XYZ file:
```
42
Properties=species:S:1:pos:R:3:forces:R:3:lowdin_charge:R:1
In -35.694 -32.084 34.033 -0.237 -0.125 -0.561 1.16
C -36.087 -30.131 37.694 1.898 -2.679 -0.042 -0.24
O -34.925 -30.763 38.235 -1.640 0.512 0.247 -0.10
O -36.624 -31.002 36.655 -0.073 2.128 1.952 -0.04
C -37.030 -29.565 38.812 -0.603 0.612 0.879 -0.57
F -36.389 -28.849 39.770 1.036 -1.567 -0.244 0.15
F -37.847 -28.650 38.363 -1.284 0.529 -1.906 0.18
F -37.793 -30.502 39.396 0.741 -0.286 -0.140 0.17
C -35.064 -31.942 39.063 1.715 -0.167 -0.454 -0.23
C -33.636 -32.448 39.156 -0.040 -0.459 0.559 -0.07
H -33.275 -32.803 38.190 0.045 0.142 0.022 0.08
H -32.944 -31.722 39.583 -0.118 0.105 -0.157 0.09
H -33.668 -33.295 39.840 0.234 -0.176 -0.011 0.08
H -35.583 -32.763 38.567 -0.779 0.415 -0.077 0.12
H -35.409 -31.770 40.082 -0.515 0.434 -0.271 0.13
H -35.600 -29.302 37.179 -0.605 0.451 -0.415 0.18
C -32.224 -29.378 30.762 -0.686 0.376 2.137 -0.07
C -32.880 -30.756 31.036 0.530 0.134 -0.768 -0.33
O -33.954 -31.001 31.907 1.598 0.871 -1.260 -0.13
H -31.749 -29.096 31.702 -0.095 0.432 0.164 0.07
H -32.964 -28.615 30.522 0.079 -0.031 -0.140 0.08
H -31.385 -29.338 30.068 -0.431 -0.695 -0.413 0.08
H -32.069 -31.456 31.238 0.098 -0.474 0.688 0.13
H -33.059 -31.109 30.021 -1.132 -0.676 -0.247 0.12
C -36.699 -37.046 32.751 1.082 -0.437 2.348 -0.09
C -36.791 -35.613 32.346 0.092 0.598 -0.047 -0.34
O -36.991 -34.661 33.395 0.364 -1.407 -1.767 -0.10
H -36.368 -37.715 31.957 -0.986 0.019 -0.243 0.09
H -37.524 -37.297 33.418 -0.561 -0.581 -0.887 0.09
H -35.894 -37.199 33.470 0.532 0.400 0.067 0.07
H -37.620 -35.637 31.638 -0.950 0.899 0.236 0.14
H -35.997 -35.388 31.634 0.575 0.729 0.387 0.11
C -38.852 -31.914 29.802 -0.001 -0.099 1.250 -0.01
C -37.405 -31.856 30.206 0.123 -0.184 0.560 -0.46
O -37.064 -31.941 31.396 -0.222 0.152 -1.606 -0.08
C -36.467 -31.665 29.054 0.696 0.816 0.421 -0.01
H -39.303 -31.016 30.225 -0.157 0.246 -0.319 0.10
H -39.277 -32.701 30.424 -0.285 -0.251 -0.360 0.09
H -39.062 -32.023 28.738 0.121 0.019 0.246 0.09
H -36.620 -30.667 28.644 -0.430 0.267 0.041 0.10
H -36.680 -32.310 28.201 0.233 -0.339 0.310 0.10
H -35.433 -31.613 29.394 0.040 -0.650 -0.177 0.07
```
Forces are in eV/Å.

Properties
* charge: +1
* multiplicity: 2
* expectation value of S²: 1.76
* orbital gap (spin up / spin down): 8.0 / 7.5 eV